The following is a quantum chemistry calculation of a cluster of 2 separate species, C5H9P in total in a non-equilibrium geometry, from the Open Molecules 2025 dataset.

The geometry in ORCA input format:
```
! wB97M-V def2-TZVPD RIJCOSX def2/J DEFGRID3
* xyz 0 1
C -1.17 -1.52 -1.21
C -0.08 -2.16 -0.85
C 0.81 -0.66 0.89
C 0.93 -1.69 0.08
C -0.48 2.38 0.09
P -0.38 1.62 1.88
H -1.75 -1.89 -2.04
H -1.26 -0.43 -0.99
H 0.35 -3.00 -1.50
H 1.70 -0.27 1.60
H 0.81 2.29 2.21
H 1.85 -2.20 0.32
H -0.68 3.40 0.36
H -1.23 1.77 -0.60
H 0.60 2.38 -0.24
*
```

Output
* ΔE to the lowest compared entry with this formula, charge and spin: 105.7 kcal per mole
* highest occupied orbital energy (alpha / beta): -8.73 / -8.22 eV
* calculated total energy: -537.04495 Eh
* HOMO-LUMO gap (alpha / beta): 8.21 / 7.79 eV

Here are the Mulliken charges for atoms 1 to 2, given in e: atom 1 (C): -0.24, atom 2 (C): -0.17

The following is a quantum chemistry calculation of a structure of composition C27H29FN2O3SbSe5W in a non-equilibrium geometry, from the Open Molecules 2025 dataset.

The geometry in ORCA input format:
```
! wB97M-V def2-TZVPD RIJCOSX def2/J DEFGRID3
* xyz -1 3
W 0.07 -0.65 1.56
C 3.54 -3.24 2.45
C 3.52 -1.73 2.31
C 3.03 -0.92 3.34
C 2.75 -1.49 4.72
C 2.89 0.46 3.14
C 2.46 1.36 4.28
C 3.24 1.02 1.90
C 3.07 2.50 1.69
C 3.74 0.22 0.88
C 4.03 0.81 -0.48
C 3.93 -1.15 1.11
C 4.56 -2.00 0.03
H 4.51 -3.61 2.80
H 3.33 -3.71 1.49
H 2.78 -3.58 3.13
H 3.38 -0.98 5.46
H 2.97 -2.55 4.78
H 1.72 -1.33 5.03
H 3.33 1.86 4.71
H 1.95 0.81 5.06
H 1.77 2.13 3.93
H 3.31 3.06 2.59
H 2.04 2.75 1.42
H 3.72 2.87 0.89
H 5.04 1.22 -0.55
H 3.32 1.59 -0.72
H 3.93 0.05 -1.26
H 5.33 -1.45 -0.51
H 3.81 -2.32 -0.71
H 5.03 -2.89 0.44
Se -0.69 -0.11 6.16
Sb -1.43 -0.47 3.93
Se -0.62 1.56 2.42
Se -0.15 -2.62 2.96
Se -3.71 -0.81 3.27
C -2.24 2.65 -4.83
C -3.37 2.04 -4.02
C -4.27 1.16 -4.88
C -5.45 0.67 -4.07
C -4.98 0.00 -2.81
C -5.76 -0.93 -2.17
C -5.31 -1.57 -1.03
F -6.13 -2.46 -0.44
C -4.07 -1.34 -0.50
C -3.25 -0.40 -1.15
C -1.92 -0.16 -0.63
O -1.58 -0.88 0.38
C -1.15 0.84 -1.25
C -1.68 1.48 -2.34
N -2.87 1.23 -2.88
C -3.71 0.28 -2.29
C 0.26 1.23 -0.89
O 0.75 2.20 -1.47
O 0.87 0.50 -0.04
H -2.67 3.10 -5.73
H -1.53 1.88 -5.15
H -1.70 3.43 -4.30
H -3.98 2.84 -3.59
H -3.68 0.32 -5.26
H -4.60 1.75 -5.74
H -6.06 -0.02 -4.65
H -6.09 1.52 -3.81
H -6.74 -1.19 -2.55
H -3.72 -1.81 0.41
H -1.06 2.23 -2.80
Se 0.28 -2.67 -2.53
C 0.81 -2.40 -0.87
N 1.13 -2.17 0.23
*
```

Output
* ΔE to the lowest compared entry with this formula, charge and spin: 35.3 kcal per mole
* highest occupied orbital energy (alpha / beta): -4.61 / -4.91 eV
* calculated total energy: -13796.09889 Eh
* HOMO-LUMO gap (alpha / beta): 5.73 / 6.10 eV

Here are the Mulliken charges for atoms 1 to 2, given in e: atom 1 (W): -0.20, atom 2 (C): -2.82

The following is a quantum chemistry calculation of a cluster of 6 separate species, C15H28Cl4N2O3 in total in a non-equilibrium geometry, from the Open Molecules 2025 dataset.

The geometry in ORCA input format:
```
! wB97M-V def2-TZVPD RIJCOSX def2/J DEFGRID3
* xyz 0 1
Cl 0.64 1.10 2.60
C -0.33 1.81 1.31
Cl -0.78 0.58 0.10
Cl -1.78 2.55 2.01
Cl 0.63 3.06 0.47
C 0.58 2.67 -3.31
C 1.19 1.61 -2.63
C 1.49 0.62 -3.54
N 1.00 1.06 -4.75
C 0.30 2.23 -4.58
H 0.25 3.57 -2.82
H 1.50 1.55 -1.60
H 1.98 -0.33 -3.45
H 1.02 0.57 -5.63
H -0.25 2.71 -5.37
C 0.11 -4.00 0.05
C -0.17 -5.26 -0.54
C -1.02 -5.06 -1.59
N -1.27 -3.72 -1.66
C -0.60 -3.08 -0.67
H 0.66 -3.88 0.97
H 0.16 -6.23 -0.19
H -1.56 -5.71 -2.26
H -1.83 -3.21 -2.31
H -0.66 -2.01 -0.53
C 3.69 6.34 -1.92
C 2.72 5.17 -1.99
O 3.23 4.06 -2.70
H 3.73 6.92 -2.84
H 4.66 5.91 -1.64
H 3.45 7.01 -1.09
H 1.84 5.52 -2.56
H 2.22 4.98 -1.03
H 2.53 3.38 -2.67
C 1.36 -1.96 4.93
C 0.33 -2.44 3.95
O -0.79 -2.97 4.64
H 2.23 -1.52 4.43
H 1.72 -2.72 5.63
H 0.91 -1.19 5.57
H 0.67 -3.15 3.19
H -0.01 -1.51 3.48
H -1.58 -2.82 4.09
C -4.58 -0.99 1.75
C -3.13 -1.23 2.12
O -3.06 -2.31 3.06
H -4.62 -0.19 1.00
H -5.14 -0.70 2.63
H -5.07 -1.87 1.33
H -2.80 -0.35 2.67
H -2.49 -1.40 1.25
H -3.31 -3.15 2.66
*
```

Output
* highest occupied orbital energy: -8.52 eV
* calculated total energy: -2764.25932 Eh
* HOMO-LUMO gap: 8.52 eV

Here are the Mulliken charges for atoms 1 to 2, given in e: atom 1 (Cl): -0.09, atom 2 (C): 0.23

The following is a quantum chemistry calculation of a structure of composition C29H20F2N6O9OsS, from the Open Molecules 2025 dataset.

The geometry in ORCA input format:
```
! wB97M-V def2-TZVPD RIJCOSX def2/J DEFGRID3
* xyz 0 5
Os 0.95 0.80 0.56
O 3.73 6.55 0.94
C 3.23 5.49 0.70
C 1.75 5.13 0.84
O 0.84 5.91 0.97
C 1.68 3.66 0.73
C 2.99 3.11 0.42
O 3.18 1.89 0.30
C 3.95 4.23 0.22
O 5.04 4.19 -0.29
O 0.67 2.92 0.84
F 1.95 -1.52 -0.92
C 1.85 -1.05 0.38
F 1.11 -2.00 1.04
H 2.86 -1.08 0.79
C -1.10 -3.55 5.68
C -1.64 -4.03 4.37
C -1.90 -5.34 4.07
C -2.35 -5.63 2.76
N -2.55 -4.70 1.86
C -2.32 -3.40 2.17
S -2.58 -2.17 1.07
N -1.86 -3.09 3.43
C -2.56 -7.05 2.32
H -1.15 -4.33 6.43
H -1.64 -2.67 6.02
H -0.06 -3.25 5.55
H -1.74 -6.12 4.80
H -1.60 -2.12 3.64
H -3.01 -7.65 3.11
H -1.60 -7.48 2.06
H -3.19 -7.05 1.44
N 4.64 -0.58 -9.40
C 4.11 -0.30 -8.42
C 3.45 0.05 -7.20
C 3.93 -0.42 -5.97
C 3.28 -0.08 -4.80
C 2.16 0.74 -4.84
C 1.69 1.22 -6.06
C 2.33 0.87 -7.23
N 1.48 1.08 -3.64
C 0.23 1.66 -3.52
C -0.06 1.70 -2.20
N 0.99 1.15 -1.50
C 1.90 0.80 -2.39
H 4.79 -1.07 -5.94
H 3.65 -0.48 -3.87
H 0.83 1.86 -6.11
H 1.96 1.23 -8.18
H -0.35 1.99 -4.36
H -0.94 2.10 -1.71
H 2.85 0.38 -2.13
O -0.90 -0.55 3.96
C -0.68 0.16 2.99
O 0.49 0.28 2.46
C -1.81 0.98 2.42
C -2.09 0.99 1.06
C -3.14 1.74 0.57
C -3.91 2.47 1.46
C -3.66 2.46 2.82
C -2.61 1.69 3.30
N -5.01 3.29 0.94
O -5.17 3.32 -0.27
O -5.69 3.90 1.74
H -1.52 0.36 0.38
H -3.41 1.74 -0.48
H -4.30 3.03 3.48
H -2.40 1.65 4.36
*
```

Output
* ΔE to the lowest compared entry with this formula, charge and spin: 28.8 kcal per mole
* highest occupied orbital energy (alpha / beta): -7.76 / -7.75 eV
* calculated total energy: -2811.22802 Eh
* HOMO-LUMO gap (alpha / beta): 6.57 / 4.39 eV

Here are the Mulliken charges for atoms 1 to 2, given in e: atom 1 (Os): 1.61, atom 2 (O): -0.47